# 1
10
Properties=species:S:1:pos:R:3:forces:R:3:nbo_charge:R:1 method="wB97M-V/def2-TZVPD" total_energy_ev=-24628.8567 homo_lumo_gap_ev=10.9294 max_force_ev_per_a=2.8 relative_energy_kj_mol=269.09
O 1.8044 2.0217 0.1896 0.481 0.920 0.190 -0.507
C 1.4326 0.9153 0.0359 -1.164 -2.287 -1.095 0.578
N 2.0865 -0.2816 0.0436 1.380 -0.784 -0.125 -0.233
F 3.4596 -0.4626 0.2462 -0.440 1.198 0.166 -0.210
C -0.0929 0.5704 -0.4903 0.419 0.024 1.163 0.512
F -0.2908 -0.6021 -1.1615 0.544 -0.110 0.869 -0.334
F -0.3478 1.4821 -1.4156 -0.468 0.994 -0.027 -0.309
S -1.0718 0.6490 1.0841 -0.313 -0.207 -0.949 -0.057
H 1.7460 -1.1737 0.3412 -1.119 -0.029 -0.159 0.405
H -2.2468 0.1000 0.6432 0.680 0.281 -0.031 0.154

# 2
87
Properties=species:S:1:pos:R:3:forces:R:3:lowdin_charge:R:1 method="wB97M-V/def2-TZVPD" total_energy_ev=-124066.2911 homo_lumo_gap_ev=7.1559 max_force_ev_per_a=2.2 total_charge=+1
C -0.3252 -0.3446 2.4099 -0.187 0.578 -0.676 -0.018
C 0.9604 -0.0912 1.6384 -0.729 -0.180 0.474 -0.210
C 2.0973 0.1755 2.3846 0.466 0.244 -0.189 -0.044
C 3.3240 0.4039 1.7679 -0.594 -0.243 0.082 -0.061
C 3.3928 0.3302 0.3860 0.331 0.108 0.236 -0.066
C 2.2540 0.0727 -0.3769 0.507 0.204 0.311 -0.028
C 1.0167 -0.1264 0.2358 0.474 0.090 -0.159 -0.170
C -0.1659 -0.4049 -0.6806 0.080 0.374 -0.128 -0.067
C -1.4332 0.3524 -0.3508 -0.225 -0.827 0.220 -0.168
C -2.5689 -0.3689 0.0562 0.212 0.691 -0.108 0.091
C -3.7478 0.2800 0.3994 0.381 -0.452 -0.347 -0.026
C -4.9181 -0.5466 0.8094 -0.395 0.082 0.385 -0.214
C -6.2259 -0.1898 0.5129 -0.400 0.981 -0.742 0.003
C -7.3161 -0.9785 0.8565 0.885 -0.734 0.413 -0.017
C -7.0132 -2.1600 1.5324 -0.302 0.809 -0.385 -0.029
C -5.6780 -2.4121 1.8136 -0.075 -1.085 0.530 -0.122
N -4.6335 -1.6673 1.4831 -0.419 0.413 -0.300 0.106
C -3.7565 1.6746 0.3388 -0.761 -0.687 0.227 -0.239
O -4.8549 2.3768 0.6855 2.053 -0.428 0.664 0.044
N -2.6667 2.3540 -0.0606 1.001 0.544 0.059 0.033
P -2.6699 4.1284 -0.1213 -0.990 1.942 -0.352 0.476
O -3.5499 4.6332 -1.1481 -0.142 -0.460 -0.074 -0.169
O -3.0365 4.5862 1.3664 0.597 -1.072 -0.384 -0.066
O -1.1594 4.5613 -0.3330 -0.185 -0.748 0.548 -0.068
C -1.5118 1.7181 -0.4074 0.210 -0.961 -0.191 0.022
H -1.0546 0.4375 2.1582 -0.009 -0.096 0.107 0.064
H -0.1842 -0.2645 3.4864 0.147 -0.370 -0.062 0.087
H -0.7811 -1.2957 2.1231 0.091 -0.025 0.310 0.069
H 2.0353 0.2248 3.4666 -0.094 -0.104 -0.070 0.113
H 4.1900 0.6009 2.3880 0.065 0.027 -0.205 0.109
H 4.3695 0.4796 -0.0600 -0.217 -0.037 -0.319 0.099
H 2.3891 0.0297 -1.4530 -0.283 -0.035 0.028 0.100
H -0.3844 -1.4751 -0.7382 -0.052 0.063 0.143 0.135
H 0.1236 -0.1045 -1.6931 0.084 -0.140 0.081 0.132
H -2.4949 -1.4486 0.1147 -0.198 0.050 0.023 0.137
H -6.4028 0.7280 -0.0383 0.017 -0.050 0.070 0.117
H -8.3308 -0.7015 0.6070 0.067 0.058 -0.035 0.120
H -7.7981 -2.8436 1.8275 0.178 -0.071 0.092 0.115
H -5.4606 -3.3273 2.3652 0.133 0.119 -0.074 0.109
H -4.9292 2.2701 1.6491 -0.593 0.172 -0.069 0.163
H -2.6484 3.9541 1.9925 -0.151 0.388 0.409 0.102
H -0.8100 4.9803 0.4678 0.261 0.027 -0.166 0.112
H -0.6375 2.2693 -0.7303 -0.335 0.436 0.115 0.152
C -2.6123 -3.9640 2.3749 -0.275 -0.213 -0.275 -0.186
C -2.9532 -4.6920 3.6575 -0.035 0.387 0.290 -0.169
O -1.8239 -5.5368 3.9030 0.089 0.017 -0.405 -0.180
S -0.4885 -4.8222 3.3691 -0.254 -0.045 0.030 0.606
O 0.1526 -4.1731 4.4535 0.149 0.060 -0.082 -0.213
O 0.1927 -5.7248 2.5187 0.102 -0.051 0.104 -0.204
O -1.2080 -3.6959 2.4713 -0.031 -0.034 0.320 -0.217
H -2.7808 -4.5997 1.5011 -0.017 -0.023 0.030 0.140
H -3.1638 -3.0303 2.2562 0.346 -0.060 0.056 0.081
H -3.8604 -5.2852 3.5752 0.160 -0.226 0.018 0.134
H -3.0473 -3.9982 4.4967 -0.050 0.018 -0.032 0.137
C 7.1894 -2.0617 -3.1115 0.266 0.452 -0.172 -0.158
C 7.1688 -1.7211 -1.6387 0.202 -0.469 0.213 -0.149
O 5.8910 -1.0972 -1.4366 -0.087 0.173 -0.410 -0.201
S 4.8131 -1.7456 -2.4310 0.796 -0.156 0.140 0.588
O 4.0857 -2.7359 -1.7224 -0.350 0.064 -0.193 -0.215
O 4.1701 -0.6907 -3.1324 -0.283 -0.018 0.156 -0.227
O 5.8453 -2.4789 -3.4057 -0.182 -0.071 0.313 -0.179
H 7.4185 -1.1849 -3.7172 0.020 -0.010 0.018 0.118
H 7.8934 -2.8572 -3.3420 -0.214 -0.155 -0.060 0.138
H 7.9736 -1.0493 -1.3528 -0.187 0.198 0.019 0.122
H 7.2096 -2.6200 -1.0199 0.022 0.003 -0.018 0.139
C 11.8685 -1.5778 -4.7883 0.007 0.173 -0.479 -0.155
C 12.7827 -0.5361 -4.1802 0.334 -0.343 0.254 -0.154
O 11.8909 0.4046 -3.5629 -0.365 -0.076 -0.233 -0.179
S 10.5946 -0.3588 -3.0270 0.583 -0.092 -0.325 0.592
O 10.7539 -0.6324 -1.6441 -0.357 -0.018 0.071 -0.214
O 9.4415 0.2946 -3.5346 -0.104 0.089 0.240 -0.218
O 10.8075 -1.7287 -3.8328 0.155 0.123 0.273 -0.196
H 11.4359 -1.2302 -5.7282 0.022 0.003 0.004 0.136
H 12.3695 -2.5281 -4.9507 -0.143 -0.094 0.191 0.138
H 13.4046 -0.0413 -4.9204 -0.154 0.230 0.041 0.139
H 13.4163 -0.9654 -3.4018 0.010 -0.017 -0.035 0.137
C -9.0413 5.7001 -0.6076 -0.298 -0.255 -0.329 -0.152
C -9.5699 5.0450 0.6501 -0.088 0.447 0.280 -0.155
O -8.5981 4.0324 0.9591 0.134 -0.053 -0.367 -0.189
S -7.1450 4.5334 0.5037 -0.486 0.346 -0.283 0.602
O -6.4672 5.0667 1.6322 0.255 -0.146 -0.020 -0.215
O -6.5528 3.5214 -0.2929 -0.943 0.441 -0.297 -0.232
O -7.6188 5.7444 -0.4228 0.029 -0.061 0.414 -0.173
H -9.2526 5.0969 -1.4925 -0.015 0.009 0.013 0.136
H -9.4349 6.7024 -0.7516 0.240 0.088 0.048 0.140
H -10.5516 4.6014 0.5117 0.120 -0.242 0.017 0.138
H -9.6041 5.7494 1.4833 -0.026 0.013 -0.026 0.136

# 3
12
Properties=species:S:1:pos:R:3:forces:R:3:nbo_charge:R:1 method="wB97M-V/def2-TZVPD" total_energy_ev=-22318.2848 homo_lumo_gap_ev=10.8109 max_force_ev_per_a=4.9 relative_energy_kj_mol=174.33
C -0.8218 -1.9698 0.6716 -1.732 -0.064 -3.687 -0.267
O 0.2483 -1.0450 0.3661 -0.533 1.187 0.178 -0.503
C -0.1561 0.2006 0.1245 0.354 2.189 -1.364 0.794
O -1.2433 0.6834 0.1741 -1.228 -0.950 0.674 -0.552
C 0.9493 1.1686 -0.4273 2.807 -3.849 1.154 -0.363
Cl 1.8598 1.7539 1.0971 -0.557 -0.248 -1.225 -0.021
C 0.5463 2.2621 -1.2528 -1.691 2.278 -0.205 0.236
N 0.0831 3.2376 -1.6914 1.094 -1.884 0.380 -0.224
H -1.7030 -1.5065 1.2727 1.743 -0.886 -1.280 0.237
H -1.1422 -2.4398 -0.5196 0.366 1.476 3.855 0.187
H -0.2688 -2.7408 1.1231 0.025 -1.123 0.977 0.201
H 1.6485 0.3958 -0.9382 -0.648 1.874 0.543 0.275

Computed lowest unoccupied orbital energy, in the same sequence as the records: 0.424, -3.861, -0.088 eV.